17
Properties=species:S:1:pos:R:3 method="wB97M-V/def2-TZVPD" lumo_ev=0.2 homo_energy_ev=-8.42 spin_multiplicity=1
C 0.095 -1.891 -1.293
C 0.276 -0.453 -0.839
C -0.937 0.264 -0.217
C -0.213 1.352 0.580
O -0.949 2.101 1.506
C 1.016 0.605 1.107
C 1.493 -0.268 0.013
H -0.658 -1.955 -2.079
H -0.238 -2.504 -0.450
H 1.041 -2.292 -1.666
H 0.613 0.124 -1.722
H -1.511 -0.402 0.447
H -1.636 0.677 -0.952
H -1.076 1.548 2.285
H 1.792 1.201 1.587
H 0.717 -0.184 1.836
H 0.175 2.077 -0.143


17
Properties=species:S:1:pos:R:3 method="wB97M-V/def2-TZVPD" lumo_ev=0.6 homo_energy_ev=-9.58 spin_multiplicity=1
C 1.185 -1.352 -1.221
C 0.118 -1.854 -0.239
C -1.085 -0.950 -0.187
C -1.146 0.301 0.287
C -0.010 1.038 0.903
C -0.140 2.546 0.928
O 0.977 0.481 1.349
H 1.633 -0.425 -0.856
H 1.984 -2.092 -1.330
H 0.755 -1.166 -2.211
H -0.212 -2.854 -0.542
H 0.562 -1.932 0.757
H -2.001 -1.346 -0.625
H -2.083 0.849 0.196
H -0.978 2.849 1.568
H 0.787 2.984 1.304
H -0.349 2.923 -0.080


17
Properties=species:S:1:pos:R:3 method="wB97M-V/def2-TZVPD" lumo_ev=0.8 homo_energy_ev=-9.04 spin_multiplicity=1 smiles="C1=CCCC1.C=O"
C -0.149 0.570 -1.085
C 1.165 0.608 -0.878
C 1.691 -0.654 -0.241
C 0.445 -1.573 -0.155
C -0.766 -0.728 -0.628
H -0.738 1.380 -1.506
H 1.808 1.449 -1.123
H 2.496 -1.107 -0.833
H 2.121 -0.446 0.748
H 0.572 -2.448 -0.800
H 0.298 -1.950 0.862
H -1.494 -0.560 0.179
H -1.323 -1.222 -1.434
C -1.529 1.666 1.730
O -1.635 2.515 0.881
H -2.343 1.457 2.451
H -0.619 1.045 1.834


17
Properties=species:S:1:pos:R:3 method="wB97M-V/def2-TZVPD" lumo_ev=0.9 homo_energy_ev=-8.78 spin_multiplicity=1 smiles="C=C(C)/C=C/CO"
C -1.938 -0.185 -1.550
C -0.706 -0.397 -1.096
C 0.266 -1.241 -1.875
C -0.350 0.065 0.254
C 0.863 0.416 0.663
C 1.265 0.986 2.006
O 0.192 1.617 2.692
H -2.273 -0.771 -2.396
H -2.683 0.305 -0.939
H 1.041 -0.655 -2.361
H -0.290 -1.924 -2.516
H 0.799 -1.919 -1.198
H -1.147 0.225 0.975
H 1.637 0.519 -0.078
H 1.938 1.799 1.732
H 1.756 0.234 2.625
H -0.370 0.927 3.063


17
Properties=species:S:1:pos:R:3 method="wB97M-V/def2-TZVPD" lumo_ev=1.0 homo_energy_ev=-9.79 spin_multiplicity=1 smiles="C=CCCCC=O"
C 2.280 0.414 -1.349
C 1.046 0.810 -1.038
C 0.633 1.053 0.400
C -0.785 0.546 0.722
C -0.942 -0.897 0.230
C -1.951 -1.784 0.902
O -2.995 -1.287 1.248
H 3.034 0.178 -0.605
H 2.589 0.280 -2.380
H 0.475 1.211 -1.866
H 0.615 2.151 0.516
H 1.366 0.708 1.130
H -0.926 0.618 1.802
H -1.530 1.161 0.231
H 0.023 -1.395 0.016
H -1.199 -0.895 -0.845
H -1.732 -2.871 0.885


17
Properties=species:S:1:pos:R:3 method="wB97M-V/def2-TZVPD" lumo_ev=0.5 homo_energy_ev=-9.45 spin_multiplicity=1 smiles="C=CC=O.C=CC"
C -1.742 0.308 -0.335
C -1.311 -0.518 0.615
C -1.404 0.017 1.979
O -1.536 -0.680 2.957
H -2.132 -0.021 -1.288
H -1.739 1.377 -0.123
H -1.121 -1.583 0.506
H -1.535 1.122 2.017
C 1.661 0.012 0.655
C 1.414 -0.532 -0.531
C 1.187 0.251 -1.788
H 1.822 -0.588 1.547
H 1.674 1.094 0.780
H 1.345 -1.618 -0.619
H 2.026 0.088 -2.475
H 1.118 1.324 -1.581
H 0.273 -0.054 -2.316


17
Properties=species:S:1:pos:R:3 method="wB97M-V/def2-TZVPD" lumo_ev=1.0 homo_energy_ev=-9.46 spin_multiplicity=1 smiles="O[C@@H]1C=CCCC1"
O 2.005 -0.871 0.949
C 1.274 -0.479 -0.213
C 1.097 1.025 -0.139
C -0.080 1.644 -0.157
C -1.377 0.863 -0.193
C -1.227 -0.643 0.308
C -0.027 -1.340 -0.389
H 1.551 -0.473 1.703
H 1.970 -0.678 -1.031
H 2.013 1.606 -0.010
H -0.121 2.744 -0.100
H -1.765 0.877 -1.220
H -2.073 1.509 0.371
H -0.990 -0.623 1.376
H -2.145 -1.269 0.212
H 0.212 -2.366 -0.036
H -0.317 -1.524 -1.433


17
Properties=species:S:1:pos:R:3 method="wB97M-V/def2-TZVPD" lumo_ev="-0.4 / -0.4" homo_energy_ev="-5.82 / -5.82" spin_multiplicity=1
C -2.144 -0.256 0.150
C -0.748 0.099 -0.204
O -0.514 1.373 -0.073
C 0.924 1.651 -0.001
C 1.568 0.294 -0.185
C 1.329 -0.712 0.869
C 0.430 -0.776 -0.376
H -2.884 0.335 -0.398
H -2.236 0.007 1.219
H -2.324 -1.315 0.000
H -1.096 -1.741 -1.979
H 1.184 2.378 -0.776
H 1.073 2.136 0.977
H 2.465 0.289 -0.793
H 0.947 -0.460 1.860
H 2.022 -1.548 0.857
H 0.005 -1.752 -1.147


17
Properties=species:S:1:pos:R:3 method="wB97M-V/def2-TZVPD" lumo_ev=0.8 homo_energy_ev=-7.25 spin_multiplicity=1
C -1.190 0.030 0.113
C -0.742 -2.392 -0.127
O -0.172 -0.881 -0.356
C 1.155 -0.584 0.130
C 1.448 0.889 0.145
C 0.523 1.811 -0.100
C -0.900 1.427 -0.395
H -1.204 -0.021 1.209
H -2.109 -0.407 -0.272
H -0.360 -2.538 0.907
H -0.018 -2.925 -0.769
H 1.257 -1.026 1.131
H 1.832 -1.118 -0.544
H 2.477 1.167 0.370
H 0.785 2.867 -0.095
H -1.090 1.476 -1.475
H -1.602 2.122 0.081


17
Properties=species:S:1:pos:R:3 method="wB97M-V/def2-TZVPD" lumo_ev=0.7 homo_energy_ev=-7.37 spin_multiplicity=1 smiles="CC(C)=C/C=C/O"
C 2.252 -0.934 0.523
C 0.994 -0.082 0.257
C 0.875 1.310 0.911
C -0.023 -0.619 -0.461
C -1.278 0.018 -0.459
C -2.283 0.050 -1.404
O -3.579 -0.243 -1.100
H 2.479 -1.266 1.594
H 3.045 -0.371 0.092
H 2.120 -1.956 -0.028
H 0.040 1.157 1.573
H 1.896 1.551 1.385
H 0.690 2.113 0.189
H 0.228 -1.578 -1.022
H -1.546 0.563 0.466
H -2.171 0.284 -2.394
H -3.739 0.002 -0.123


17
Properties=species:S:1:pos:R:3 method="wB97M-V/def2-TZVPD" lumo_ev=0.8 homo_energy_ev=-8.04 spin_multiplicity=1 smiles="C=CCCC(=C)O"
C -0.291 -2.072 -0.760
C -0.433 -0.765 -0.970
C 0.838 0.045 -0.858
C 1.119 0.663 0.539
C -0.264 1.109 0.936
C -1.208 0.192 1.166
O -0.643 2.386 0.624
H -0.993 -2.820 -1.089
H 0.523 -2.420 -0.122
H -1.316 -0.328 -1.428
H 1.511 -0.762 -1.160
H 0.834 0.831 -1.622
H 1.862 1.475 0.487
H 1.524 -0.089 1.227
H -0.946 -0.791 1.521
H -2.252 0.405 0.983
H 0.137 2.943 0.527


17
Properties=species:S:1:pos:R:3 method="wB97M-V/def2-TZVPD" lumo_ev=0.9 homo_energy_ev=-9.04 spin_multiplicity=1 smiles="O[C@@H]1C=CCCC1"
O 1.837 -1.103 1.098
C 1.259 -0.550 -0.077
C 1.064 0.943 -0.046
C -0.058 1.565 -0.419
C -1.396 0.930 -0.189
C -1.168 -0.604 0.306
C -0.032 -1.271 -0.475
H 1.469 -0.644 1.861
H 2.026 -0.695 -0.851
H 1.955 1.529 0.135
H 0.030 2.555 -0.876
H -2.104 1.272 -0.990
H -1.839 1.375 0.707
H -0.830 -0.657 1.368
H -2.110 -1.159 0.300
H 0.118 -2.349 -0.296
H -0.240 -1.131 -1.539


17
Properties=species:S:1:pos:R:3 method="wB97M-V/def2-TZVPD" lumo_ev=0.4 homo_energy_ev=-9.50 spin_multiplicity=1 smiles="O=CC1=CCCC1.[H][H]"
O 2.468 -1.292 -0.099
C 1.996 -0.326 -0.666
C 0.577 0.014 -0.479
C -0.111 1.152 -0.690
C -1.573 0.921 -0.375
C -1.548 -0.402 0.416
C -0.307 -1.124 -0.082
H 2.568 0.261 -1.398
H 0.246 2.119 -1.058
H -2.137 0.819 -1.314
H -2.021 1.740 0.194
H -1.384 -0.177 1.475
H -2.451 -1.000 0.304
H 0.158 -1.797 0.641
H -0.480 -1.718 -0.991
H 2.157 0.071 2.022
H 1.842 0.739 2.101


17
Properties=species:S:1:pos:R:3 method="wB97M-V/def2-TZVPD" lumo_ev=1.0 homo_energy_ev=-9.47 spin_multiplicity=1 smiles="O[C@@H]1C=CCCC1"
O 2.311 -1.002 0.494
C 1.252 -0.442 -0.274
C 1.056 1.011 0.075
C -0.124 1.626 0.005
C -1.372 0.861 -0.349
C -1.295 -0.528 0.293
C -0.055 -1.286 -0.197
H 2.139 -0.787 1.419
H 1.627 -0.495 -1.303
H 1.959 1.550 0.358
H -0.204 2.686 0.239
H -1.455 0.754 -1.441
H -2.265 1.402 -0.022
H -1.262 -0.403 1.382
H -2.197 -1.108 0.064
H 0.155 -2.145 0.449
H -0.269 -1.696 -1.192


17
Properties=species:S:1:pos:R:3 method="wB97M-V/def2-TZVPD" lumo_ev=0.7 homo_energy_ev=-8.89 spin_multiplicity=1 smiles="C=C=C(C)C.C=O"
C -1.513 1.039 1.868
C -1.014 0.586 0.756
C -0.530 0.115 -0.358
C 0.218 0.833 -1.433
C -0.847 -1.407 -0.764
H -1.162 0.923 2.824
H -2.560 1.186 1.696
H 0.136 0.197 -2.328
H -0.027 1.927 -1.625
H 1.192 0.920 -0.888
H -1.557 -1.336 -1.645
H -1.239 -2.001 -0.010
H 0.068 -1.830 -1.129
C 2.186 -0.350 0.788
O 2.446 -1.223 -0.031
H 3.034 0.329 1.223
H 1.169 0.094 1.056


Values for energy relative to the best compared isomer or geometry (same formula, charge and spin), kcal per mole, ordered as above
71.8, 4.7, 25.3, 29.9, 24.6, 41.9, 8.2, 140.1, 100.1, 63.1, 49.3, 20.3, 30.9, 4.4, 79.7